[1]
Formula: C63H46N5O2S2W
Source: OMol25
Level of theory: ωB97M-V/def2-TZVPD

Computed properties:
* spin multiplicity: 2
* HOMO energy (spin up / spin down): -11.9053 / -11.8806 eV
* largest force on an atom: 0.0151 hartree/bohr
* relative energy (zero: lowest compared OMol25 entry of this formula, charge and spin): 0.0 kJ/mol
* <S²>: 0.818
* net charge: +2
* Kohn-Sham gap (spin up / spin down): 5.63 / 5.48 eV

The geometry in XYZ format:
```
119
C63H46N5O2S2W | OMol25 | ωB97M-V/def2-TZVPD
W 0.03 0.59 -0.61
C -4.97 3.31 -5.94
C -5.18 3.40 -4.57
C -4.22 2.93 -3.69
C -3.05 2.35 -4.18
C -2.85 2.25 -5.56
C -3.81 2.75 -6.43
C -2.03 1.84 -3.23
C -1.38 2.77 -2.41
C -1.56 4.16 -2.38
C -0.98 4.63 -1.20
C -0.45 3.52 -0.56
N -0.61 2.40 -1.31
C -0.28 3.34 0.90
C 0.55 2.11 1.22
C 1.17 2.00 2.51
C 2.42 1.50 2.35
C 2.56 1.18 0.97
C 3.47 0.28 0.39
C 4.79 0.10 1.04
C 5.27 -1.16 1.40
C 6.50 -1.29 2.02
C 7.27 -0.17 2.28
C 6.79 1.09 1.95
C 5.56 1.23 1.33
C 3.06 -0.47 -0.69
N 1.76 -0.53 -1.20
C 1.76 -1.59 -2.09
C 0.71 -2.03 -2.86
C 0.88 -3.27 -3.65
C 1.03 -3.22 -5.04
C 1.22 -4.38 -5.76
C 1.26 -5.61 -5.12
C 1.11 -5.67 -3.74
C 0.92 -4.51 -3.01
C -0.46 -1.28 -3.04
C -1.47 -1.58 -4.00
C -2.27 -0.49 -4.08
C -1.76 0.49 -3.17
N -0.70 -0.07 -2.44
C 3.09 -2.16 -2.17
C 3.88 -1.45 -1.35
N 1.47 1.62 0.30
C 0.19 4.61 1.58
C 1.55 4.92 1.55
C 2.02 6.10 2.10
C 1.13 6.99 2.69
C -0.22 6.70 2.71
C -0.69 5.52 2.15
H -5.72 3.69 -6.62
H -6.09 3.84 -4.18
H -4.37 3.00 -2.62
H -1.94 1.82 -5.94
H -3.64 2.69 -7.50
H -2.10 4.73 -3.12
H -0.97 5.64 -0.83
H 0.74 2.36 3.44
H 3.16 1.28 3.11
H 4.66 -2.04 1.21
H 6.86 -2.27 2.30
H 8.23 -0.27 2.76
H 7.39 1.97 2.15
H 5.19 2.21 1.06
H 1.01 -2.26 -5.54
H 1.34 -4.33 -6.84
H 1.40 -6.52 -5.68
H 1.13 -6.63 -3.23
H 0.80 -4.55 -1.93
H -1.53 -2.49 -4.57
H -3.12 -0.33 -4.72
H 3.36 -2.97 -2.82
H 4.94 -1.57 -1.20
H 2.25 4.23 1.07
H 3.07 6.33 2.06
H 1.50 7.91 3.13
H -0.92 7.40 3.15
H -1.76 5.32 2.13
O -1.72 3.08 1.32
N -1.90 2.11 2.27
C -1.87 2.51 3.56
C -2.21 1.64 4.56
C -2.61 0.35 4.20
C -2.63 -0.02 2.87
C -2.25 0.87 1.87
S -2.34 0.42 0.20
H -1.58 3.54 3.71
H -2.17 1.96 5.58
H -2.90 -0.36 4.96
H -2.95 -1.01 2.57
O 0.14 -0.98 0.89
S 0.33 -2.50 0.80
C -1.13 -3.18 1.57
C -2.31 -3.39 0.67
C -3.41 -4.06 1.22
C -4.54 -4.29 0.46
C -4.59 -3.86 -0.87
C -3.50 -3.21 -1.42
C -2.37 -2.98 -0.65
C 1.52 -2.83 2.11
C 1.01 -2.62 3.50
C 0.64 -3.72 4.29
C 0.15 -3.53 5.57
C 0.02 -2.24 6.08
C 0.39 -1.15 5.30
C 0.88 -1.34 4.02
H -1.33 -2.51 2.41
H -0.79 -4.13 1.99
H -3.37 -4.40 2.24
H -5.39 -4.81 0.89
H -5.47 -4.04 -1.46
H -3.53 -2.88 -2.45
H -1.52 -2.46 -1.10
H 2.35 -2.17 1.85
H 1.83 -3.86 1.93
H 0.77 -4.72 3.90
H -0.11 -4.38 6.17
H -0.35 -2.10 7.08
H 0.31 -0.15 5.71
H 1.17 -0.49 3.41
```

Atom charges from the Mulliken analysis, given in e for atoms 1 to 4: number 1, W, carries 1.4985; number 2, C, carries -0.4594; number 3, C, carries -0.9220; number 4, C, carries -0.0653



[2]
Formula: C63H50AgF9N5P3SSi
Source: OMol25
Level of theory: ωB97M-V/def2-TZVPD

Computed properties:
* HOMO energy: -6.2349 eV
* largest force on an atom: 0.0197 hartree/bohr
* relative energy (zero: lowest compared OMol25 entry of this formula, charge and spin): 0.0 kJ/mol
* Kohn-Sham gap: 6.16 eV

The geometry in XYZ format:
```
133
C63H50AgF9N5P3SSi | OMol25 | ωB97M-V/def2-TZVPD
Ag -1.19 0.80 0.32
C -2.82 -2.74 0.25
Si -1.52 -1.52 -0.44
C 0.04 -2.58 -0.79
C 0.11 -3.88 -0.28
C 1.29 -4.61 -0.27
C 2.44 -4.05 -0.79
C 2.38 -2.79 -1.38
C 1.21 -2.04 -1.39
P 0.95 -0.56 -2.53
C 2.18 0.77 -2.17
C 2.75 1.49 -3.23
C 3.54 2.60 -2.99
C 3.77 3.04 -1.69
C 3.17 2.36 -0.64
C 2.37 1.25 -0.88
C 1.73 -1.31 -4.04
C 3.11 -1.39 -4.28
C 3.61 -2.13 -5.34
C 2.73 -2.78 -6.21
C 1.37 -2.67 -6.01
C 0.87 -1.95 -4.93
C -2.40 -1.30 -2.14
C -2.15 -2.17 -3.21
C -2.88 -2.10 -4.39
C -3.91 -1.18 -4.51
C -4.18 -0.31 -3.47
C -3.41 -0.34 -2.30
P -3.77 0.85 -0.95
C -3.54 2.51 -1.71
C -3.30 2.77 -3.06
C -3.13 4.07 -3.50
C -3.19 5.14 -2.61
C -3.41 4.89 -1.26
C -3.58 3.59 -0.82
C -5.61 0.81 -0.94
C -6.22 -0.44 -0.82
C -7.59 -0.56 -0.69
C -8.39 0.58 -0.66
C -7.80 1.83 -0.77
C -6.42 1.95 -0.90
H -3.05 -3.52 -0.48
H -3.75 -2.19 0.46
H -2.53 -3.23 1.19
H -0.80 -4.35 0.11
H 1.30 -5.62 0.13
H 3.38 -4.60 -0.77
H 3.28 -2.43 -1.86
H 2.56 1.18 -4.25
H 3.97 3.14 -3.83
H 4.41 3.89 -1.50
H 3.32 2.71 0.38
H 1.86 0.77 -0.06
H 3.80 -0.87 -3.63
H 4.68 -2.22 -5.49
H 3.13 -3.37 -7.03
H 0.68 -3.16 -6.70
H -0.20 -1.87 -4.77
H -1.37 -2.92 -3.10
H -2.67 -2.79 -5.20
H -4.52 -1.16 -5.41
H -5.01 0.39 -3.56
H -3.23 1.95 -3.76
H -2.95 4.26 -4.56
H -3.06 6.15 -2.97
H -3.44 5.72 -0.56
H -3.74 3.39 0.24
H -5.60 -1.34 -0.84
H -8.05 -1.54 -0.60
H -9.46 0.49 -0.56
H -8.41 2.72 -0.76
H -5.97 2.93 -0.99
F 8.15 -2.03 1.61
C 7.64 -1.24 2.58
F 8.15 -1.67 3.75
F 8.13 0.00 2.36
C 6.14 -1.24 2.56
C 5.48 -1.18 1.35
C 4.09 -1.10 1.33
C 3.36 -1.07 2.51
C 4.05 -1.14 3.73
C 5.43 -1.23 3.76
P 1.52 -0.97 2.40
C 1.17 0.01 3.91
C 0.13 -0.30 4.79
C -0.25 0.60 5.77
C 0.42 1.81 5.90
C 1.46 2.13 5.04
C 1.82 1.23 4.05
C -0.02 2.79 6.95
F 0.97 3.63 7.31
F -0.46 2.17 8.07
F -1.05 3.56 6.50
C 1.07 -2.68 2.89
C -0.29 -2.98 2.85
C -0.75 -4.25 3.17
C 0.16 -5.24 3.50
C 1.52 -4.97 3.49
C 1.98 -3.70 3.19
C -0.33 -6.60 3.90
F -0.47 -6.69 5.24
F -1.53 -6.88 3.36
F 0.53 -7.57 3.53
H 6.04 -1.18 0.42
H 3.58 -1.06 0.39
H 3.50 -1.14 4.66
H 5.95 -1.29 4.70
H -0.40 -1.24 4.70
H -1.07 0.36 6.45
H 1.97 3.07 5.15
H 2.63 1.49 3.37
H -0.99 -2.21 2.54
H -1.81 -4.47 3.13
H 2.23 -5.76 3.71
H 3.04 -3.51 3.18
N 1.15 5.68 -1.50
C 1.01 5.08 -2.70
N 1.52 5.70 -3.79
N 0.40 3.95 -2.87
C -0.07 3.22 -1.89
N -0.51 2.51 -1.08
H 1.80 6.44 -1.38
H 0.93 5.15 -0.68
H 1.80 6.66 -3.74
H 1.27 5.32 -4.68
S -2.57 3.65 3.20
C -1.19 4.33 2.45
C -0.38 3.35 1.99
N -0.84 2.06 2.21
C -1.98 2.09 2.84
H -1.05 5.40 2.40
H 0.56 3.48 1.48
H -2.51 1.20 3.16
```

Atom charges from the Mulliken analysis, given in e for atoms 1 to 4: number 1, Ag, carries 1.5683; number 2, C, carries -1.4214; number 3, Si, carries 1.3918; number 4, C, carries 0.6863



> Which formula does entry 1 have?

C63H46N5O2S2W



> Which formula does entry 1 have?

C63H46N5O2S2W



> Among the records above, which one has the highest largest force on an atom?

C63H50AgF9N5P3SSi